Record 1
Molecular formula: C32H32NO3
Method: DFT, wB97M-V/def2-TZVPD

Geometry as ORCA input:
```
! wB97M-V def2-TZVPD RIJCOSX def2/J DEFGRID3
* xyz -1 1
C 2.895 2.900 -4.861
C 1.899 3.555 -3.889
C 2.279 5.032 -3.726
C 0.497 3.481 -4.515
C 1.915 2.800 -2.549
C 2.261 3.406 -1.330
C 2.310 2.699 -0.150
C 1.892 1.307 -0.071
O 1.746 0.700 1.020
C 1.610 0.694 -1.363
C 1.595 1.432 -2.522
H 2.627 1.859 -5.069
H 2.902 3.450 -5.809
H 3.910 2.918 -4.447
H 1.571 5.554 -3.073
H 3.290 5.139 -3.316
H 2.258 5.522 -4.707
H -0.252 3.927 -3.850
H 0.488 4.037 -5.460
H 0.202 2.447 -4.724
H 2.505 4.469 -1.307
H 2.604 3.174 0.784
H 1.366 -0.367 -1.357
H 1.325 0.930 -3.453
C 4.043 -4.389 4.481
C 2.940 -4.135 3.663
C 2.270 -2.928 3.812
C 2.693 -1.975 4.750
C 3.794 -2.218 5.564
C 4.467 -3.435 5.428
C 1.822 -0.768 4.685
O 1.899 0.244 5.368
C 0.830 -1.061 3.602
C -0.056 -0.154 3.138
C -1.126 -0.443 2.217
C -1.897 -1.629 2.266
C -2.810 -1.944 1.276
C -3.044 -1.018 0.213
N -3.938 -1.309 -0.776
C -4.845 -2.439 -0.658
C -4.144 -3.640 -0.042
C -3.527 -3.261 1.303
C -4.357 -0.287 -1.722
C -3.183 0.584 -2.147
C -2.504 1.193 -0.926
C -2.323 0.214 0.193
C -1.438 0.499 1.218
C 1.091 -2.427 3.051
O 0.505 -3.024 2.155
H 4.577 -5.332 4.389
H 2.593 -4.850 2.921
H 4.104 -1.467 6.286
H 5.326 -3.651 6.059
H 0.062 0.875 3.478
H -1.756 -2.316 3.099
H -5.721 -2.149 -0.049
H -5.217 -2.668 -1.665
H -4.856 -4.462 0.067
H -3.361 -3.995 -0.725
H -2.833 -4.044 1.629
H -4.320 -3.216 2.064
H -4.798 -0.798 -2.587
H -5.156 0.334 -1.274
H -2.460 -0.027 -2.704
H -3.530 1.364 -2.831
H -1.524 1.607 -1.202
H -3.099 2.041 -0.554
H -0.890 1.439 1.230
*
```

## Properties
Total energy in eV: -41337.7902
E_HOMO in eV: -2.8827

---

Record 2
Molecular formula: C32H33BrMgN3O2
Method: DFT, wB97M-V/def2-TZVPD

Geometry as ORCA input:
```
! wB97M-V def2-TZVPD RIJCOSX def2/J DEFGRID3
* xyz -1 1
Mg 0.203 -0.540 1.066
O 1.337 4.262 -0.621
C 1.352 4.413 0.731
C 1.685 5.663 1.240
C 1.722 5.873 2.606
C 1.410 4.846 3.481
C 1.072 3.602 2.976
C 1.048 3.368 1.612
C 0.808 1.976 1.063
O 0.785 0.989 1.948
N -0.431 2.006 0.222
N -1.133 0.866 0.337
C -2.283 0.730 -0.248
C -3.064 -0.427 -0.129
Br -2.515 -1.609 1.299
C -4.185 -0.794 -0.826
C -4.640 -0.217 -2.054
C -5.996 -0.326 -2.417
C -6.466 0.221 -3.591
C -5.603 0.888 -4.451
C -4.258 0.986 -4.120
C -3.780 0.438 -2.953
H 1.164 3.338 -0.854
H 1.930 6.453 0.547
H 2.005 6.846 2.984
H 1.453 5.009 4.549
H 0.824 2.770 3.620
H 1.628 1.817 0.324
H -0.977 2.868 0.280
H -2.700 1.549 -0.837
H -4.776 -1.600 -0.413
H -6.674 -0.844 -1.751
H -7.517 0.125 -3.842
H -5.974 1.312 -5.375
H -3.573 1.487 -4.790
H -2.721 0.460 -2.748
C 2.578 -4.069 -0.326
C 1.334 -4.125 0.557
C 0.091 -4.044 -0.334
C 1.299 -3.046 1.614
C 2.287 -2.075 1.741
C 2.276 -1.185 2.800
C 1.252 -1.193 3.737
C 1.286 -0.257 4.908
C 0.229 -2.113 3.572
C 0.266 -3.039 2.543
H 2.585 -4.923 -1.002
H 3.489 -4.101 0.270
H 2.567 -3.160 -0.926
H 1.326 -5.093 1.083
H 0.030 -3.035 -0.750
H -0.819 -4.250 0.227
H 0.165 -4.766 -1.147
H 3.096 -2.021 1.031
H 3.075 -0.463 2.896
H 1.931 -0.661 5.694
H 0.288 -0.115 5.322
H 1.686 0.704 4.597
H -0.596 -2.138 4.277
H -0.522 -3.779 2.479
N 0.651 -0.962 -0.687
C 1.452 -0.741 -1.685
C 2.510 0.221 -1.658
C 3.282 0.502 -2.754
C 3.114 -0.194 -3.947
C 2.161 -1.207 -3.988
C 1.349 -1.473 -2.914
H 2.683 0.745 -0.725
H 4.045 1.271 -2.684
H 3.722 0.042 -4.812
H 2.062 -1.796 -4.894
H 0.610 -2.264 -2.978
*
```

## Properties
Total energy in eV: -117772.5764
E_HOMO in eV: -1.9758

---

Question: Among the records above, which one has the lowest total energy?
Answer: C32H33BrMgN3O2

---

Question: What is the formula in the second record?
Answer: C32H33BrMgN3O2

---

Question: Number 2 is which compound?
Answer: C32H33BrMgN3O2